Record 1
Here is C3H7NOS in the gas phase in a non-equilibrium geometry from the OMol25 dataset. Energies are from the ωB97M-V functional and the def2-TZVPD basis.

Summary:
* orbital gap: 10.02 eV
* E: -646.68790 a.u.
* SMILES: CSCC(N)=O
* charge: 0
* ΔE to the lowest compared entry with this formula, charge and spin: 0.655 eV
* lowest unoccupied orbital energy: 0.78 eV
* largest force on an atom: 3.3 eV Å⁻¹

Structure (XYZ):
```
13
Properties=species:S:1:pos:R:3:forces:R:3
C -1.2499 1.1370 0.8305 -0.37 -0.74 0.73
S -1.0280 -0.7255 1.2123 0.56 1.65 -0.98
C -0.3306 -1.2497 -0.4294 -0.84 -0.26 0.94
C 0.8839 -0.5276 -0.8798 0.70 3.03 -1.20
N 1.9040 -0.2299 -0.0446 0.73 0.07 1.93
O 0.8920 0.0506 -1.9722 -0.35 -1.35 0.05
H -2.0734 1.4958 1.4442 -0.03 -0.29 0.29
H -1.5734 1.3462 -0.1730 0.03 -0.48 -0.68
H -0.4142 1.7976 1.0442 0.45 -0.50 0.09
H -0.2295 -2.3411 -0.4222 0.02 0.27 0.08
H -1.0773 -0.9387 -1.1371 -0.31 -0.32 -0.45
H 1.6827 -0.2457 0.9920 0.80 0.02 -1.88
H 2.6135 0.4311 -0.4647 -1.39 -1.11 1.06
```
Positions in Å, forces in eV/Å.


Record 2
Here is a molecular structure, C55H41I4N14Pb in a non-equilibrium geometry from the OMol25 dataset. Energies are from the ωB97M-V functional and the def2-TZVPD basis.

Summary:
* orbital gap (spin up / spin down): 3.52 / 3.66 eV
* E: -4270.64098 a.u.
* charge: -1
* ΔE to the lowest compared entry with this formula, charge and spin: 5.513 eV
* lowest unoccupied orbital energy (spin up / spin down): 0.52 / 0.65 eV
* largest force on an atom: 1.3 eV Å⁻¹

Structure (XYZ):
```
115
Properties=species:S:1:pos:R:3:forces:R:3
Pb -0.4502 0.1056 -0.2769 -0.09 -0.12 0.44
I -5.1342 7.0248 5.2910 0.32 -0.28 -0.21
C -3.8418 5.7155 4.2308 -0.39 0.40 0.32
C -2.6016 6.1609 3.8174 -0.01 0.15 0.07
C -1.7881 5.3161 3.0792 0.03 -0.19 -0.14
C -2.2089 4.0308 2.7565 -0.19 0.15 0.19
C -3.4493 3.6003 3.2178 0.13 0.00 -0.11
C -4.2732 4.4342 3.9477 -0.12 0.00 0.05
C -1.4115 3.1054 1.9119 0.31 -0.47 0.07
C -0.6741 2.1219 2.5751 -0.36 0.79 0.19
C -0.6423 1.9570 3.9922 -0.01 -0.19 0.01
C 0.0423 0.7969 4.2310 -0.21 0.48 0.24
C 0.4657 0.2964 2.9621 0.00 0.24 0.10
C 1.2354 -0.9497 2.6271 0.20 -0.21 -0.36
C 1.4986 -1.9397 3.8099 -0.80 -0.41 0.41
C 1.8177 -1.5408 5.2016 0.29 0.71 0.13
C 2.2230 -2.4701 6.1122 -0.03 -0.28 0.06
C 2.5448 -3.7659 5.7002 -0.04 -0.65 0.49
I 3.0559 -5.2612 7.1174 -0.05 0.32 -0.24
C 2.7871 -3.9916 4.3387 0.05 0.03 0.16
C 2.4285 -3.0494 3.4301 0.30 0.11 -0.51
C 2.2883 -0.6417 1.6260 0.12 -0.10 -0.25
N 1.9467 -0.3601 0.3751 -0.78 0.09 0.38
C 3.0948 -0.2536 -0.3548 0.58 0.23 -0.83
C 3.1596 0.0297 -1.7304 -0.32 -0.03 0.93
C 4.4092 -0.3003 -2.4247 0.44 -0.11 -0.31
C 4.9822 -1.5647 -2.2657 -0.16 0.15 0.06
C 6.1022 -1.9390 -2.9815 0.15 -0.10 -0.12
C 6.6650 -1.0383 -3.8673 0.50 -0.20 -0.27
I 8.3563 -1.6333 -5.0043 -0.38 0.17 0.26
C 6.1479 0.2352 -4.0198 0.13 0.03 -0.15
C 5.0266 0.5973 -3.2978 -0.06 -0.04 0.22
C 2.1105 0.5842 -2.4921 0.26 -0.38 -0.46
C 2.0987 0.7736 -3.9211 -0.05 -0.09 0.13
C 0.9263 1.3932 -4.2219 -0.18 0.03 0.03
C 0.2355 1.5908 -2.9787 0.25 0.07 -0.46
N 0.9622 1.0685 -1.9690 -0.15 0.44 0.66
C -0.9594 2.3139 -2.8210 0.02 0.13 0.19
C -1.4534 2.8014 -1.6034 -0.20 0.20 -0.42
C -2.4478 3.8320 -1.4567 -0.04 0.00 -0.04
C -2.5185 4.1112 -0.1298 0.04 -0.14 0.03
C -1.5991 3.2147 0.5280 -0.33 0.22 0.25
N -0.9747 2.4544 -0.3929 0.70 -0.36 0.07
C -1.6947 2.7287 -4.0363 -0.20 0.07 -0.29
C -1.3254 3.8581 -4.7571 0.06 -0.10 0.11
C -2.0520 4.2594 -5.8649 0.03 0.15 -0.13
C -3.1510 3.5166 -6.2496 -0.34 0.17 -0.51
I -4.2801 4.1236 -7.9440 0.25 -0.11 0.35
C -3.5376 2.3880 -5.5540 -0.10 0.03 -0.10
C -2.8086 2.0021 -4.4446 0.04 -0.02 0.10
C 4.2128 -0.4613 0.5174 0.03 -0.14 0.34
C 3.6987 -0.7032 1.7657 0.37 0.22 -0.20
N 0.0345 1.1026 2.0007 0.40 -0.38 -0.60
H -2.2708 7.1601 4.0583 0.02 0.06 0.00
H -0.8218 5.6651 2.7461 0.09 0.00 -0.06
H -3.7757 2.6019 2.9729 -0.02 -0.09 0.01
H -5.2415 4.0869 4.2760 -0.06 0.01 0.04
H -1.1078 2.5998 4.7176 -0.05 0.07 0.09
H 0.1955 0.3765 5.2033 0.14 -0.15 0.05
H 1.7700 -0.5132 5.5110 0.08 0.15 0.03
H 2.3607 -2.1871 7.1475 -0.01 0.07 0.08
H 3.3310 -4.8731 4.0260 0.06 -0.04 -0.06
H 2.7244 -3.1438 2.3978 0.15 -0.10 -0.17
H 4.5314 -2.2648 -1.5768 -0.06 -0.03 0.03
H 6.5188 -2.9291 -2.8639 0.02 -0.02 0.02
H 6.6038 0.9380 -4.7027 0.04 0.01 0.01
H 4.6255 1.5945 -3.3989 -0.05 0.06 -0.03
H 2.8690 0.4713 -4.6080 0.02 -0.02 -0.06
H 0.5691 1.7004 -5.1879 -0.03 -0.01 -0.13
H -2.9897 4.2954 -2.2599 -0.10 0.07 -0.11
H -3.1348 4.8478 0.3544 -0.07 0.09 0.06
H -0.4671 4.4323 -4.4407 0.10 0.07 0.03
H -1.7615 5.1431 -6.4137 0.00 0.04 -0.04
H -4.3969 1.8115 -5.8649 -0.02 -0.01 -0.02
H -3.0825 1.1141 -3.8965 -0.03 -0.05 0.01
H 5.2495 -0.4000 0.2412 0.14 -0.03 -0.05
H 4.2217 -0.8814 2.6874 0.07 -0.06 0.06
N -1.2152 -1.9174 3.7915 -0.81 0.70 -0.43
C 0.0567 -2.5677 3.4857 0.42 -1.05 0.01
C 0.2658 -2.0880 2.0466 0.49 -0.25 0.58
N -0.9488 -1.5773 1.5771 -0.76 0.69 -0.09
C -1.6595 -1.3151 2.6132 0.75 -1.07 0.32
C -2.8381 -0.5272 2.3814 -0.78 0.46 0.17
N -2.9374 0.2241 1.3064 0.51 -0.21 -0.06
C -4.1785 0.7472 1.3068 -0.52 -0.09 0.21
C -4.8667 0.3049 2.4055 -0.10 0.11 -0.08
N -4.0000 -0.4995 3.0956 0.32 0.00 -0.15
H -1.3432 -1.4605 4.6805 0.04 0.09 -0.02
H -0.0198 -3.6323 3.7218 0.18 0.06 -0.04
H 0.7503 -2.7381 1.3264 0.15 0.04 0.12
H -4.4919 1.4032 0.5193 -0.19 0.17 -0.11
H -5.8644 0.4860 2.7443 -0.23 0.06 0.10
H -4.1898 -0.9911 3.9528 0.06 -0.01 -0.06
C 1.6594 -3.1850 -3.5854 -0.06 0.06 -0.04
N 0.7532 -3.9834 -2.7869 -0.24 0.32 0.09
C 1.3827 -5.1904 -2.2888 0.07 -0.14 0.07
C 0.0112 -3.2517 -1.8209 0.39 -0.65 -0.44
N 0.3116 -2.1180 -1.3659 -0.06 0.47 0.34
N -1.0875 -3.9798 -1.4228 0.05 -0.51 -0.15
C -2.2211 -3.5227 -0.7642 -0.69 -0.12 0.49
N -3.0957 -4.5807 -0.4743 -0.05 -0.12 -0.19
N -2.4192 -2.3108 -0.5292 0.18 0.18 -0.09
H 1.9353 -3.7743 -4.4598 0.07 0.06 -0.03
H 2.5787 -2.9029 -3.0524 -0.01 0.02 0.01
H 1.1416 -2.2845 -3.9116 0.08 0.04 -0.08
H 1.7487 -5.7702 -3.1352 0.03 -0.05 -0.01
H 0.6729 -5.8030 -1.7372 0.04 -0.03 0.04
H 2.2303 -4.9602 -1.6282 0.01 -0.05 0.02
H 1.1720 -1.7205 -1.7166 0.29 -0.32 -0.24
H -1.2248 -4.8258 -1.9585 -0.03 0.26 -0.01
H -2.6772 -5.4825 -0.3033 0.03 0.10 0.15
H -3.8277 -4.3437 0.1782 0.13 -0.04 -0.08
H -3.2635 -2.0715 -0.0309 -0.18 -0.24 0.12
N -2.3107 -0.8166 -3.1664 -0.16 -0.24 -0.35
C -1.7899 -0.3998 -2.2225 -0.24 0.54 -0.23
```
Positions in Å, forces in eV/Å.